[1]
Here is a molecular structure, C38H62IN5O6SSiTeY in a non-equilibrium geometry from OMol25. Energies are from ωB97M-V/def2-TZVPD.

```
! wB97M-V def2-TZVPD RIJCOSX def2/J DEFGRID3
* xyz 1 1
Y -0.553 -0.001 -0.562
C -1.696 -3.850 0.888
C -0.622 -4.602 0.093
C -1.105 -4.998 -1.298
C 0.632 -3.758 0.091
C 1.369 -3.661 1.270
C 2.521 -2.904 1.335
C 2.996 -2.231 0.213
C 4.283 -1.471 0.278
C 2.267 -2.323 -0.964
C 1.086 -3.056 -1.021
H -2.667 -4.330 0.784
H -1.765 -2.807 0.544
H -1.437 -3.829 1.944
H -0.398 -5.526 0.637
H -1.400 -4.142 -1.896
H -1.969 -5.651 -1.212
H -0.324 -5.534 -1.829
H 1.041 -4.210 2.143
H 3.081 -2.861 2.260
H 4.458 -0.920 -0.642
H 5.116 -2.157 0.430
H 4.269 -0.777 1.116
H 2.649 -1.864 -1.866
H 0.590 -3.169 -1.976
C -4.187 -0.338 0.489
C -3.705 0.321 1.790
C -4.225 -0.458 2.995
C -4.200 1.768 1.834
O -2.263 0.289 1.770
Si -1.225 0.754 2.990
S 0.584 0.330 1.984
O -1.516 2.339 3.209
C -1.429 3.183 4.358
C -0.001 3.222 4.891
C -1.838 4.594 3.918
C -2.388 2.694 5.443
O -1.363 -0.016 4.403
C -0.669 -1.050 5.106
C 0.697 -0.543 5.571
C -0.489 -2.274 4.212
C -1.542 -1.401 6.313
H -5.247 -0.148 0.345
H -4.044 -1.417 0.520
H -3.649 0.086 -0.364
H -5.303 -0.573 2.928
H -3.974 0.061 3.916
H -3.767 -1.444 3.021
H -5.287 1.791 1.825
H -3.832 2.302 0.960
H -3.849 2.267 2.732
H 0.678 3.584 4.124
H 0.315 2.228 5.184
H 0.041 3.887 5.749
H -1.127 4.982 3.192
H -1.838 5.247 4.786
H -2.837 4.593 3.488
H -2.118 1.688 5.750
H -3.410 2.678 5.067
H -2.339 3.362 6.299
H 1.265 -0.179 4.718
H 1.246 -1.356 6.040
H 0.587 0.261 6.298
H 0.159 -2.028 3.374
H -1.457 -2.593 3.838
H -0.044 -3.089 4.775
H -1.688 -0.532 6.951
H -1.056 -2.180 6.894
H -2.516 -1.755 5.986
I 4.975 2.734 -3.308
C 3.675 1.913 -1.895
C 3.602 2.189 -0.543
N 2.590 1.456 -0.063
N 2.005 0.728 -1.014
C 2.658 0.987 -2.138
H 4.199 2.846 0.060
H 2.230 1.369 0.894
H 2.394 0.514 -3.064
N -0.509 5.342 0.564
C -1.712 4.578 0.256
C -1.290 3.153 -0.070
O -0.030 2.882 0.206
O -2.014 2.302 -0.542
H -0.692 6.105 1.205
H -0.105 5.738 -0.279
H 0.347 3.710 0.608
H -2.312 4.973 -0.573
H -2.359 4.529 1.136
Te -1.689 -0.815 -3.171
C -3.482 -1.987 -3.036
C -4.348 -1.950 -4.120
C -5.474 -2.750 -4.145
C -5.741 -3.605 -3.088
C -4.883 -3.638 -2.003
C -3.765 -2.826 -1.976
H -4.134 -1.301 -4.957
H -6.136 -2.716 -4.999
H -6.615 -4.237 -3.109
H -5.076 -4.301 -1.173
H -3.098 -2.864 -1.130
N -0.054 1.932 -2.624
C -0.198 2.158 -3.751
N -0.289 2.451 -5.007
C -1.542 2.841 -5.637
C -2.001 1.731 -6.595
O -0.999 1.436 -7.535
C 0.160 0.966 -6.896
C 0.738 2.023 -5.947
H -1.372 3.762 -6.207
H -2.305 3.022 -4.880
H -2.874 2.057 -7.164
H -2.248 0.826 -6.012
H 0.873 0.733 -7.686
H -0.082 0.054 -6.325
H 1.064 2.893 -6.527
H 1.586 1.612 -5.401
*
```

Its max |F| is 0.04323 Eh/bohr. Its energy relative to the best compared isomer or geometry (same formula, charge and spin) is 1.128 eV. For the gap between HOMO and LUMO, the calculation gives 7.3 eV. Its total energy is -3502.23468 Eh. The lowest unoccupied orbital energy comes out at -2.38 eV.

[2]
Here is 3 unconnected molecules or ions with the total composition C26H57BN3O2SSi in a non-equilibrium geometry from OMol25. Energies are from ωB97M-V/def2-TZVPD.

```
! wB97M-V def2-TZVPD RIJCOSX def2/J DEFGRID3
* xyz 1 1
C -2.742 -6.256 1.564
C -2.751 -4.795 1.114
S -3.867 -3.825 2.154
C -4.698 -2.730 0.966
C -3.992 -1.423 0.746
C -2.608 -1.344 0.666
C -2.028 -0.096 0.488
B -0.454 0.166 0.410
O 0.393 -0.910 0.443
N -0.031 1.541 0.271
C 0.457 2.128 1.526
C 0.942 1.715 -0.826
N -2.796 0.969 0.390
N -4.118 0.973 0.462
C -4.701 -0.191 0.634
C -6.192 -0.168 0.728
C -6.891 -0.912 -0.421
O -7.949 -1.726 0.053
Si -9.442 -1.032 0.398
C -10.616 -2.472 0.645
C -10.086 0.031 -1.000
C -9.418 0.000 1.961
H -2.281 -6.868 0.797
H -2.175 -6.358 2.483
H -3.753 -6.604 1.746
H -3.013 -4.733 0.061
H -1.738 -4.411 1.211
H -5.725 -2.600 1.277
H -4.703 -3.268 0.019
H -1.988 -2.218 0.751
H 0.650 -1.158 1.338
H 0.640 3.187 1.367
H -0.283 2.030 2.315
H 1.407 1.691 1.841
H 0.733 0.999 -1.618
H 0.818 2.705 -1.253
H 1.968 1.567 -0.495
H -2.336 1.867 0.253
H -6.483 -0.583 1.689
H -6.528 0.865 0.736
H -6.199 -1.582 -0.925
H -7.242 -0.211 -1.175
H -11.246 -2.277 1.509
H -10.091 -3.408 0.808
H -11.267 -2.556 -0.220
H -9.344 0.621 -1.533
H -10.620 -0.574 -1.727
H -10.813 0.719 -0.572
H -8.900 -0.474 2.790
H -10.455 0.113 2.270
H -9.018 0.997 1.793
C 6.512 -2.785 0.823
C 6.084 -2.111 2.123
C 4.665 -1.547 2.077
C 4.443 -0.455 1.029
C 5.350 0.765 1.158
C 5.175 1.523 2.470
H 6.522 -2.084 -0.014
H 7.517 -3.196 0.914
H 5.837 -3.605 0.569
H 6.794 -1.319 2.376
H 6.140 -2.839 2.935
H 4.404 -1.163 3.068
H 3.965 -2.367 1.878
H 3.399 -0.120 1.089
H 4.560 -0.881 0.029
H 5.130 1.440 0.328
H 6.397 0.474 1.040
H 4.141 1.857 2.593
H 5.815 2.405 2.497
H 5.434 0.906 3.332
C 7.327 3.457 -5.353
C 7.321 4.209 -4.025
C 7.387 3.292 -2.805
C 6.209 2.329 -2.660
C 4.837 2.998 -2.596
C 4.670 3.931 -1.398
H 6.458 2.804 -5.452
H 7.310 4.152 -6.192
H 8.224 2.842 -5.447
H 6.434 4.847 -3.970
H 8.180 4.883 -3.997
H 7.470 3.907 -1.904
H 8.309 2.705 -2.852
H 6.358 1.733 -1.753
H 6.215 1.616 -3.489
H 4.073 2.215 -2.545
H 4.643 3.551 -3.518
H 4.822 3.392 -0.462
H 3.666 4.360 -1.378
H 5.378 4.759 -1.427
*
```

Its max |F| is 0.02094 Eh/bohr. For the gap between HOMO and LUMO, the calculation gives 7.3 eV. Its total energy is -2052.02533 Eh. The lowest unoccupied orbital energy comes out at -4.51 eV.

[3]
Here is a molecular structure, C27H39Ge2N2Sc in a non-equilibrium geometry from OMol25. Energies are from ωB97M-V/def2-TZVPD.

```
! wB97M-V def2-TZVPD RIJCOSX def2/J DEFGRID3
* xyz 2 1
Sc -0.200 -0.532 -1.569
C -4.062 0.706 -0.226
C -3.923 -0.766 0.114
Ge -2.041 -1.431 0.349
C -2.452 -3.372 0.828
C -1.266 -4.276 1.110
C -1.457 -0.597 2.049
C -0.539 0.349 2.234
Ge 0.580 1.055 0.623
C 0.307 2.929 -0.151
C 0.769 4.090 0.720
C 2.563 0.514 0.441
C 3.544 1.152 1.418
C -0.189 1.023 3.481
C 0.859 1.944 3.487
C 1.254 2.594 4.637
C 0.595 2.334 5.829
C -0.456 1.430 5.843
C -0.852 0.778 4.690
H -5.107 0.947 -0.398
H -3.504 0.965 -1.133
H -3.703 1.327 0.591
H -4.397 -1.378 -0.656
H -4.438 -0.974 1.054
H -3.068 -3.792 0.029
H -3.090 -3.312 1.717
H -0.640 -4.399 0.225
H -1.610 -5.264 1.413
H -0.665 -3.877 1.926
H -2.029 -0.940 2.907
H -0.749 3.055 -0.395
H 0.875 2.937 -1.083
H 0.199 4.153 1.643
H 0.626 5.021 0.174
H 1.826 4.011 0.964
H 2.843 0.778 -0.584
H 2.637 -0.569 0.542
H 3.536 2.237 1.351
H 4.552 0.816 1.179
H 3.332 0.859 2.442
H 1.375 2.148 2.548
H 2.071 3.298 4.605
H 0.899 2.836 6.734
H -0.974 1.230 6.768
H -1.673 0.081 4.737
C 4.066 -4.435 -1.923
N 2.936 -3.676 -1.461
C 2.521 -3.586 -0.170
C 1.476 -2.709 -0.155
N 1.252 -2.252 -1.437
C 2.159 -2.869 -2.187
H 4.257 -5.258 -1.238
H 4.955 -3.804 -1.960
H 3.879 -4.833 -2.917
H 2.978 -4.146 0.620
H 0.877 -2.374 0.680
H 2.239 -2.745 -3.251
C 0.860 0.728 -3.145
C -0.398 1.188 -3.782
C -1.211 0.258 -4.470
C -2.384 0.662 -5.083
C -2.776 1.991 -5.031
C -1.982 2.921 -4.378
C -0.810 2.532 -3.758
H 1.538 1.570 -2.960
H 1.378 0.004 -3.804
H -0.850 -0.767 -4.609
H -2.983 -0.056 -5.620
H -3.686 2.302 -5.517
H -2.271 3.960 -4.369
H -0.183 3.274 -3.282
*
```

Its max |F| is 0.05408 Eh/bohr. Its energy relative to the best compared isomer or geometry (same formula, charge and spin) is 1.370 eV. For the gap between HOMO and LUMO (alpha / beta), the calculation gives 5.3 / 4.6 eV. Its total energy is -6075.63992 Eh. The lowest unoccupied orbital energy (alpha / beta) comes out at -8.19 / -8.87 eV.

[4]
Here is a molecular structure, C28H42BiBrN10S in a non-equilibrium geometry from OMol25. Energies are from ωB97M-V/def2-TZVPD.

```
! wB97M-V def2-TZVPD RIJCOSX def2/J DEFGRID3
* xyz 2 1
Bi 1.118 1.136 -0.619
C -3.994 1.095 4.636
C -2.709 1.924 4.714
C -1.967 1.560 6.010
C -3.091 3.415 4.715
C -1.792 1.683 3.540
C -0.551 2.322 3.446
C 0.246 2.126 2.338
N -0.106 1.325 1.334
C -1.274 0.661 1.398
C -2.124 0.836 2.482
C -1.571 -0.292 0.323
C -2.724 -1.068 0.286
C -2.907 -2.039 -0.699
C -1.855 -2.209 -1.607
C -0.758 -1.383 -1.533
N -0.630 -0.432 -0.616
C -4.164 -2.860 -0.836
C -3.799 -4.351 -0.858
C -4.819 -2.449 -2.167
C -5.158 -2.607 0.299
H -4.618 1.321 5.496
H -3.777 0.029 4.661
H -4.568 1.338 3.744
H -2.626 1.714 6.858
H -1.083 2.172 6.159
H -1.670 0.514 5.998
H -3.769 3.610 5.541
H -3.599 3.678 3.789
H -2.222 4.057 4.832
H -0.199 2.973 4.230
H 1.214 2.602 2.246
H -3.056 0.302 2.507
H -3.486 -0.919 1.028
H -1.888 -2.973 -2.364
H 0.065 -1.484 -2.216
H -3.190 -4.610 -1.719
H -4.706 -4.944 -0.907
H -3.260 -4.629 0.045
H -4.169 -2.652 -3.013
H -5.063 -1.387 -2.158
H -5.740 -3.007 -2.304
H -4.728 -2.876 1.261
H -6.042 -3.220 0.149
H -5.480 -1.568 0.312
Br 2.387 -0.836 0.295
C 4.493 -3.647 -4.575
C 3.205 -3.327 -5.325
C 1.978 -3.776 -4.533
C 3.142 -1.829 -5.708
N 2.828 -0.986 -4.591
C 1.636 -0.758 -4.016
N 1.826 0.041 -2.985
N 3.138 0.282 -2.957
N 3.731 -0.318 -3.897
H 4.510 -4.703 -4.318
H 4.577 -3.072 -3.656
H 5.361 -3.438 -5.193
H 3.215 -3.867 -6.276
H 1.999 -3.398 -3.510
H 1.962 -4.860 -4.470
H 1.057 -3.466 -5.021
H 2.379 -1.675 -6.472
H 4.115 -1.512 -6.089
H 0.699 -1.126 -4.370
N -1.012 3.977 -2.492
C -0.818 3.041 -1.841
H -1.201 4.786 -3.047
C 5.153 2.876 3.965
C 4.375 3.975 3.227
C 4.078 3.499 1.859
N 3.061 2.804 1.517
N 3.071 2.392 0.236
C 4.138 2.779 -0.433
N 4.366 2.534 -1.721
S 5.224 3.734 0.543
H 5.462 3.229 4.945
H 6.041 2.601 3.402
H 4.533 1.992 4.088
H 4.975 4.884 3.177
H 3.444 4.198 3.752
H 3.895 1.750 -2.178
H 5.268 2.785 -2.094
*
```

Its max |F| is 0.03026 Eh/bohr. For the gap between HOMO and LUMO, the calculation gives 8.2 eV. Its total energy is -4826.06391 Eh. The lowest unoccupied orbital energy comes out at -5.67 eV.